21
Properties=species:S:1:pos:R:3:lowdin_charge:R:1 method="wB97M-V/def2-TZVPD" total_charge=0 lumo_energy_ev=0.2908 largest_force_ha_per_bohr=0.1413 orbital_gap_ev=9.655 e_tot_ev=-16533.8766
C 0.116 -0.265 0.159 -0.20
H -0.877 0.314 -1.618 0.13
O 1.984 0.380 1.453 0.15
C 1.472 -2.699 -0.296 -0.03
C 0.685 0.724 0.896 -0.15
C 2.264 -0.810 1.294 -0.19
H 1.199 2.621 0.656 0.10
C -1.124 -0.047 -0.572 -0.03
N -0.473 -2.817 2.295 0.18
H 0.117 2.471 1.943 0.08
C -0.081 -2.228 1.375 -0.22
H 1.732 -2.646 -1.331 0.13
C 0.250 2.175 0.946 0.04
H -1.560 -1.011 -0.639 0.08
C 2.857 -2.821 0.496 -0.42
H 0.983 -3.598 -0.202 0.10
N 3.213 -1.634 1.177 0.21
C 0.686 -1.653 0.355 -0.22
H -0.545 2.203 0.255 0.07
H -1.781 0.545 -0.076 0.05
O 3.546 -3.759 0.386 0.15

43
Properties=species:S:1:pos:R:3:lowdin_charge:R:1 method="wB97M-V/def2-TZVPD" total_charge=+1 lumo_energy_ev=-3.5842 largest_force_ha_per_bohr=0.0178 orbital_gap_ev=8.563 e_tot_ev=-40950.1583
O 6.377 -2.382 -4.385 0.06
H 4.755 -3.233 -3.414 0.13
O -2.131 2.006 -0.732 -0.21
C -4.473 0.241 2.749 -0.05
C 3.471 -1.781 -0.100 -0.57
H -1.240 1.310 1.680 0.10
C -3.816 0.224 0.376 -0.24
H -2.874 -0.835 1.941 0.16
H -5.728 1.047 0.687 0.14
O 4.012 -1.176 0.977 0.08
H 4.041 0.861 0.663 0.14
C 2.084 -0.071 0.426 -0.14
C -4.697 1.415 0.744 -0.12
C 5.452 -2.409 -3.294 -0.12
H 1.300 -0.459 1.080 0.11
C -5.058 2.755 2.942 -0.03
O 3.863 -2.783 -0.597 0.18
H -3.256 1.904 2.203 0.13
H 3.935 -1.042 -4.062 0.13
H -6.137 2.704 2.795 0.10
O -1.702 -0.554 -1.069 -0.07
H 4.531 -0.606 -2.444 0.11
H 1.733 0.831 -0.072 0.13
H -4.320 -1.505 1.528 0.19
O 7.526 -0.738 -5.416 0.18
C 3.411 0.112 1.143 -0.10
H -4.862 2.691 4.013 0.09
H -3.972 0.042 3.694 0.14
C -4.327 1.650 2.202 -0.36
H -4.615 2.254 0.060 0.14
C 4.805 -1.040 -3.401 -0.12
O 2.396 -1.070 -0.545 0.04
H -4.235 -0.347 -0.453 0.15
O 5.837 -0.259 -4.002 0.06
O -1.171 0.515 1.123 -0.13
H -0.743 -0.690 -1.147 0.11
H 3.319 0.340 2.201 0.14
P -2.124 0.666 -0.167 0.44
H -5.517 -0.057 2.847 0.15
N -3.832 -0.620 1.655 0.10
H -4.688 3.723 2.610 0.10
H 6.003 -2.538 -2.362 0.13
C 6.671 -1.094 -4.679 -0.57

17
Properties=species:S:1:pos:R:3:lowdin_charge:R:1 method="wB97M-V/def2-TZVPD" total_charge=0 lumo_energy_ev=0.4320 largest_force_ha_per_bohr=0.1877 orbital_gap_ev=8.926 e_tot_ev=-10807.7059
H -0.460 -4.123 0.017 0.11
C -1.037 -0.797 0.057 -0.26
H 0.329 1.970 -1.983 0.04
H 1.153 0.350 1.647 0.04
H -1.380 1.577 0.022 0.12
C 0.489 2.096 -0.933 -0.08
C -0.290 1.444 0.257 -0.18
C -0.275 -3.037 -0.091 -0.36
O 0.884 -2.660 -0.360 -0.10
N -0.177 0.001 0.377 -0.16
H -0.308 1.867 1.231 0.11
N 0.760 -0.506 1.374 0.13
H 1.549 -1.077 0.831 0.14
H 0.089 3.162 -0.790 0.09
H 1.650 2.078 -1.163 0.11
N -1.245 -2.120 0.295 0.05
H -1.728 -0.226 -0.789 0.19